[1]
C45H65Cl2FK2N4O17S2V | ωB97M-V/def2-TZVPD

The geometry in XYZ format:
```
139
Properties=species:S:1:pos:R:3:forces:R:3
C -0.049656 4.378538 0.151048 -2.567 -0.229 0.946
C -1.214843 5.344419 0.509112 -0.627 0.281 1.455
O -1.516382 5.607807 1.644679 0.798 -0.345 -0.962
O -1.875580 5.923621 -0.535874 0.859 -0.797 -0.132
C -2.734266 4.967779 -1.215228 -0.750 -0.018 0.026
C -4.069930 4.848959 -0.446670 0.559 -0.217 -0.320
C -4.221494 3.450523 0.188786 -0.383 1.007 -0.707
C -4.542094 2.405288 -0.887388 -0.241 -0.366 0.308
C -4.295642 0.958041 -0.405143 0.817 0.709 -0.014
C -2.801609 0.553613 -0.617275 -0.848 -0.078 -0.220
C -2.627821 -0.857837 -1.278664 0.292 0.978 1.313
C -1.898814 -1.808703 -0.299455 0.211 -0.829 -0.650
C -0.688121 -2.624224 -0.803987 0.504 -0.255 0.069
Cl -1.050351 -3.246939 -2.485617 -0.874 0.661 0.171
C -0.437756 -3.918482 0.056823 0.160 0.478 -0.856
C -1.546866 -4.986040 -0.122449 0.632 0.330 0.222
C -1.118628 -6.204100 -0.945526 -1.137 -1.016 -0.344
O -1.721778 -7.237059 -0.748714 0.318 0.650 0.044
N -0.065404 -6.145427 -1.934692 0.053 -0.766 0.723
C -0.602938 -6.305404 -3.304088 0.117 1.029 -0.305
C 0.830952 -7.300493 -1.634419 0.182 0.146 0.353
C -0.124515 -3.670814 1.537654 -0.902 -2.142 1.378
C 0.549436 -4.948061 2.138097 0.948 0.973 -0.781
C 1.987170 -5.187361 1.649078 0.595 -0.623 0.650
N 2.996053 -4.520240 2.477759 -0.158 0.183 0.012
C -1.408862 -3.458396 2.430866 0.254 1.335 0.084
C -1.219574 -2.365125 3.487412 -0.817 -0.486 -0.658
F -1.776758 -4.639950 3.045143 -0.003 -0.161 0.005
O 0.764600 -2.560652 1.849556 -0.325 0.155 -1.808
S 1.612274 -1.893966 0.689225 2.661 2.229 0.532
O 1.813556 -0.527501 1.086046 -1.466 0.412 0.420
O 2.865114 -2.506291 0.436995 -0.331 -1.503 -0.165
C 0.682423 -1.812281 -0.905421 -0.933 -0.971 -0.704
Cl 1.724915 -2.634233 -2.126287 0.167 0.020 0.519
C 0.582576 -0.354624 -1.361627 0.157 -0.035 -0.768
C 1.932103 0.258436 -1.845094 -0.786 -0.188 0.959
C 1.857339 1.760843 -1.575737 0.573 0.209 -0.283
C 2.714045 2.644507 -2.558894 -1.325 1.156 1.041
O 3.332015 1.942645 -3.570204 0.732 -1.034 1.242
C 4.613042 1.635713 -3.310554 0.572 -0.550 0.401
O 5.060956 1.462909 -2.200754 -0.368 0.465 -0.238
H -0.211593 3.355942 0.562530 -0.092 0.733 -0.334
H 0.006297 4.367607 -0.997316 -1.661 -0.766 2.096
H 0.963527 4.746543 0.550645 -5.169 -1.040 3.012
H -2.857323 5.313325 -2.239477 0.110 0.233 0.090
H -2.273235 3.968425 -1.244060 0.283 0.200 -0.026
H -4.051541 5.631611 0.311278 -0.145 -0.073 0.061
H -4.889542 5.077404 -1.130715 -0.088 -0.101 0.112
H -5.046061 3.522425 0.895439 0.204 -0.385 0.265
H -3.279215 3.240651 0.707888 -0.175 -0.272 0.177
H -5.590949 2.493433 -1.182397 0.048 0.255 0.019
H -3.941531 2.632197 -1.780197 -0.097 -0.212 -0.090
H -4.513484 0.966756 0.665142 -0.138 -0.284 -0.061
H -4.957118 0.231631 -0.879947 -0.040 0.130 -0.092
H -2.307710 0.596970 0.353138 0.210 -0.130 -0.132
H -2.327906 1.339533 -1.225080 0.061 -0.119 -0.030
H -2.148698 -0.735832 -2.247149 0.277 -1.295 2.869
H -3.629443 -1.250297 -1.467605 0.111 -0.127 -0.124
H -2.639251 -2.551127 -0.000209 0.061 0.022 0.033
H -1.588713 -1.320061 0.627395 -0.019 0.258 -0.170
H 0.448659 -4.381967 -0.393345 0.067 0.264 0.005
H -1.868580 -5.393713 0.835110 0.023 -0.007 -0.040
H -2.449795 -4.560241 -0.564217 0.061 -0.102 -0.177
H -0.093421 -7.090401 -3.858376 -0.041 -0.187 0.261
H -1.679093 -6.486594 -3.319644 0.066 -0.133 0.038
H -0.393172 -5.382442 -3.853263 -0.181 -0.096 -0.096
H 0.490272 -8.209270 -2.131759 0.122 0.019 -0.057
H 1.857213 -7.047878 -1.899454 -0.079 -0.068 -0.268
H 0.828224 -7.529810 -0.567354 0.019 0.184 0.001
H -0.032877 -5.841990 1.935088 -0.277 0.165 0.208
H 0.623923 -4.741774 3.206528 -0.246 -0.486 0.081
H 2.169380 -4.946201 0.596065 -0.263 0.121 0.004
H 2.172263 -6.263336 1.745777 -0.208 -0.002 -0.255
H 3.663702 -5.175973 2.855093 0.018 -0.022 -0.012
H 2.582888 -4.038881 3.264931 0.092 0.029 0.050
H -2.276667 -3.155278 1.844342 0.080 -0.245 -0.163
H -2.146191 -2.356572 4.063198 0.222 -0.046 0.302
H -0.343025 -2.521866 4.107985 -0.010 0.166 0.062
H -1.199407 -1.417551 2.946538 0.395 0.116 0.274
H 0.066346 0.292290 -0.652412 0.168 -0.281 0.338
H -0.030141 -0.347625 -2.278454 -0.152 -0.255 0.240
H 2.043385 0.000019 -2.893570 0.209 0.282 -0.022
H 2.740816 -0.205315 -1.284324 0.209 0.227 -0.156
H 0.794342 2.043292 -1.619688 0.107 0.204 -0.243
H 2.164475 1.917742 -0.532716 0.042 -0.064 -0.059
H 2.009927 3.369008 -3.064852 0.735 -0.649 -0.038
H 3.452127 3.279417 -1.983705 -0.348 -0.887 -0.580
H 5.239686 1.543833 -4.202610 -0.515 -0.039 -0.244
K 1.823070 4.862085 -0.820762 8.830 2.033 -6.097
C -3.648554 10.782638 -2.617866 -0.078 0.021 0.113
S -2.446142 9.686487 -3.379893 0.009 0.095 -0.131
O -3.157354 8.431227 -3.743117 0.008 -0.103 0.154
C -1.522596 9.341003 -1.876806 -0.029 0.003 0.213
H -4.360443 11.085910 -3.382424 0.048 -0.037 -0.054
H -4.171588 10.258480 -1.817741 0.026 -0.053 -0.023
H -3.139511 11.663013 -2.225476 0.026 -0.003 -0.037
H -2.186210 8.904347 -1.129508 -0.035 -0.020 -0.046
H -1.074813 10.258132 -1.493852 0.007 0.014 -0.060
H -0.740672 8.629392 -2.131376 0.020 -0.006 -0.069
C 7.186138 -0.776396 2.704094 0.025 -0.001 0.051
C 5.925113 -1.216541 2.325419 0.142 0.081 -0.002
C 5.098242 -1.826085 3.252859 -0.270 0.014 -0.105
C 5.544092 -1.981498 4.554771 0.166 0.149 -0.245
C 6.800078 -1.554003 4.947104 0.207 0.027 0.210
C 7.624513 -0.948787 4.012254 -0.096 0.004 -0.146
N 4.650294 -2.604217 5.541422 0.114 0.093 -0.170
O 3.563469 -2.980042 5.141352 -0.232 -0.115 0.119
O 5.035537 -2.702309 6.684233 0.006 -0.027 0.065
H 7.829043 -0.296583 1.977160 -0.006 -0.035 -0.020
H 5.587453 -1.082795 1.306344 -0.003 -0.075 -0.008
H 4.118693 -2.168420 2.952405 0.042 -0.087 0.070
H 7.140616 -1.683850 5.964090 -0.134 -0.061 0.031
H 8.608391 -0.607237 4.303763 -0.007 -0.017 0.031
N 8.830048 -2.616773 -1.054123 -0.071 0.014 -0.021
C 7.850595 -3.547325 -1.267389 0.052 -0.040 0.042
C 6.677668 -2.878865 -1.495981 0.008 -0.023 -0.007
C 6.962110 -1.488337 -1.422566 -0.097 0.077 0.014
C 8.298333 -1.359569 -1.150671 0.049 -0.006 0.071
H 9.791343 -2.824439 -0.857285 0.008 -0.006 -0.018
H 8.072165 -4.600376 -1.237093 -0.018 -0.001 0.000
H 5.721679 -3.334578 -1.694702 -0.004 0.000 0.020
H 6.265020 -0.675971 -1.554685 0.047 0.018 -0.020
H 8.913968 -0.486153 -1.017466 -0.017 0.011 -0.028
C -7.500919 0.696531 3.611563 0.534 0.191 -0.087
C -8.860424 0.381471 3.935401 -0.899 0.307 -0.078
C -9.881343 1.359182 3.377861 0.096 0.391 -0.327
O -11.074374 1.213214 3.490350 -0.073 -0.252 0.179
C -9.372761 2.535438 2.678058 -0.451 0.019 0.125
C -8.012345 2.849534 2.370034 0.887 -0.296 0.151
C -7.007311 1.817570 2.835145 -0.189 -0.584 0.296
O -5.819851 1.902732 2.587265 0.112 0.221 -0.190
O -7.621728 3.837340 1.781984 -0.330 0.174 -0.161
O -9.232479 -0.566929 4.585786 0.368 -0.213 0.077
H -6.715865 0.036354 3.967049 -0.123 -0.104 0.069
H -10.150745 3.226159 2.366319 0.094 0.069 -0.071
K -2.254818 -0.098676 -3.915309 -0.049 0.874 -2.807
O 3.379576 3.275712 -5.347858 -0.166 1.246 -1.193
V 2.729690 3.252323 -6.947632 -0.191 0.027 -1.090
O 2.065254 3.212989 -8.511239 0.263 -0.040 1.128
```
Positions in Å, forces in eV/Å.

Values from the calculation:
**E_LUMO**: -0.242 hartree
**Net charge**: +1
**Frontier orbital gap**: 0.03514 Eh
**Multiplicity**: 1
**Calculated total energy**: -7211.4033 a.u.

Here are the Mulliken charges for atoms 1 to 99, given in e: C -1.04; C 0.37; O -0.49; O -0.38; C 0.30; C -1.34; C 0.34; C -0.86; C -0.96; C 0.65; C -1.52; C -1.82; C 2.50; Cl -0.33; C -0.66; C -1.37; C -0.23; O -0.56; N 0.41; C -1.00; C -0.98; C 0.98; C -1.21; C -1.25; N -0.19; C 0.22; C -1.53; F -0.42; O -0.41; S 2.04; O -0.75; O -0.60; C -0.44; Cl -0.05; C -0.71; C -1.21; C 0.31; C -1.38; O -0.15; C -0.05; O -0.55; H 0.48; H 0.15; H 0.71; H 0.44; H -0.47; H 0.46; H 0.45; H -0.02; H 0.19; H 0.39; H 0.42; H 0.23; H 0.56; H 0.23; H -0.23; H -0.30; H 1.15; H 0.55; H 0.17; H 0.72; H 0.43; H 0.54; H 0.40; H 0.36; H 0.28; H 0.47; H 0.32; H 0.27; H 0.53; H 0.67; H 0.30; H 0.58; H 0.30; H 0.12; H 0.26; H 0.56; H 0.25; H 0.26; H 0.18; H 0.02; H 0.81; H 0.38; H 0.04; H 0.55; H 0.30; H 0.35; H 0.47; K 0.94; C -0.92; S 0.48; O -0.60; C -0.77; H 0.33; H 0.29; H 0.35; H 0.19; H 0.47; H 0.19


[2]
C3H4N2 | ωB97M-V/def2-TZVPD

The geometry in XYZ format:
```
9
Properties=species:S:1:pos:R:3:forces:R:3
C -2.262784 -0.116283 0.052927 3.957 -0.644 1.907
C 0.826584 -0.748464 -0.080648 3.543 1.072 3.644
C 0.708861 0.739711 0.149442 2.605 -2.362 2.732
N -3.259339 0.133772 -0.430443 -2.334 0.542 -1.167
N 0.047724 -0.218293 0.971266 -2.759 0.265 -0.298
H 0.466867 -0.994803 -0.971532 -1.702 -1.492 -3.391
H 1.723293 -1.286304 0.319431 -1.004 0.147 -0.550
H 1.469518 1.328958 0.613550 0.267 0.248 0.547
H 0.279279 1.161703 -0.623994 -2.573 2.223 -3.423
```
Positions in Å, forces in eV/Å.

Values from the calculation:
**Energy relative to the best compared isomer or geometry (same formula, charge and spin)**: 155.69 kcal/mol
**E_LUMO (alpha / beta)**: -0.114 / -0.070 hartree
**Net charge**: 0
**Frontier orbital gap (alpha / beta)**: 0.28347 / 0.34689 Eh
**Multiplicity**: 1
**Calculated total energy**: -225.9771 a.u.

So, what does the Mulliken scheme give us? The charges, in e, come out as: C 0.04; C -0.23; C -0.33; N -0.30; N -0.26; H 0.30; H 0.24; H 0.26; H 0.29


- Which of these has the highest calculated total energy?
  C3H4N2


- What is the multiplicity in the first record?
  1